1.
C3H4INO2 | wB97M-V/def2-TZVPD

Output
Total charge ... 0
Energy above the lowest of the compared OMol25 structures with the same formula, charge and spin ... 433.0 kJ/mol
Highest occupied orbital energy (alpha / beta) ... -7.75 / -8.19 eV
Molecular weight ... 213.0 g mol⁻¹

Last column: Mulliken charge in e.
Geometry (Å):
C 0.1954 0.6299 -1.7258  0.751
C 0.5111 0.1269 1.5172  -0.662
C -0.7342 -1.3522 0.1446  -0.406
N 1.0953 1.3210 -1.3054  -0.569
O -0.6871 0.0156 -2.1425  -0.414
O 0.3130 -0.8550 0.6549  -0.255
I -2.7646 -0.3893 0.2817  -0.013
H 1.5792 0.3761 1.5676  0.397
H -0.2483 0.7723 1.8884  0.269
H -0.8509 -2.1982 -0.5015  0.561
H 1.5911 1.5529 -0.3794  0.341

Atomic forces in eV per Å
C 1.8 1.6 1.8
C 1.8 0.1 0.0
C -3.6 0.7 0.4
N 0.8 0.3 1.1
O -0.7 -0.5 -1.4
O 0.3 -0.2 0.2
I 1.8 -0.7 0.3
H -0.7 -0.2 0.3
H -0.8 0.1 -0.1
H 1.0 -0.2 -0.1
H -1.7 -0.9 -2.5

=====

2.
C3H4IrO3 | wB97M-V/def2-TZVPD

Output
Multiplicity ... 6
Total charge ... +4
<S²> ... 8.770
Highest occupied orbital energy (alpha / beta) ... -30.51 / -30.39 eV
Molecular weight ... 280.3 g mol⁻¹

Last column: Mulliken charge in e.
Geometry (Å):
O 0.2005 0.7088 1.5092  0.146
Ir 3.2085 -0.2130 -0.4729  2.130
O 1.5120 -0.2298 0.0343  -0.130
C 0.4180 0.0453 0.4388  0.724
O -0.6971 -0.1735 -0.3332  -0.037
C -1.8907 0.0106 0.1325  0.316
C -2.9820 0.1250 -0.7866  -0.768
H -2.0748 -0.1281 1.2096  0.472
H -3.7286 -0.6477 -0.5472  0.403
H -3.4842 1.0718 -0.4773  0.412
H -2.6674 0.1668 -1.8337  0.332

Atomic forces in eV per Å
O 0.5 -0.5 -0.3
Ir 4.7 -0.2 -1.4
O 2.8 -1.7 -1.4
C -8.5 2.4 2.5
O 4.6 0.2 -0.4
C -5.1 -0.9 0.5
C 2.5 0.2 -0.1
H 0.2 0.4 0.1
H -0.7 -0.3 0.3
H -0.7 0.4 0.2
H -0.3 0.0 -0.1

=====

3.
C3H4KMgO3 | wB97M-V/def2-TZVPD

Output
Total charge ... +1
Energy above the lowest of the compared OMol25 structures with the same formula, charge and spin ... 0.0 kJ/mol
Highest occupied orbital energy ... -13.18 eV
Molecular weight ... 151.5 g mol⁻¹

Last column: Mulliken charge in e.
Geometry (Å):
O 1.7107 1.2494 -0.4202  -0.716
C 0.9758 0.5646 0.3190  1.297
C -2.3508 0.7705 -0.3239  -0.729
O 1.1428 -0.6884 0.4939  -0.854
O -0.2099 1.0639 0.6012  -0.304
C -1.3578 0.2925 0.4308  -0.168
H -3.3022 0.2385 -0.2693  0.262
H -2.2105 1.4422 -1.1717  0.297
H -1.4566 -0.5081 1.1661  0.478
H 4.4627 -1.2713 -0.8300  -0.168
K -0.4074 -2.6984 0.4911  1.043
Mg 3.0032 -0.4554 -0.4869  0.561

Atomic forces in eV per Å
O 1.3 -0.6 1.2
C -1.4 -0.3 -2.9
C 0.4 -1.6 -0.4
O 1.2 -0.6 0.5
O -0.6 0.9 0.3
C -0.5 1.0 0.6
H 0.2 0.2 -0.1
H 0.0 0.4 0.8
H -0.2 0.4 0.0
H -0.4 0.1 0.1
K 0.0 -0.4 0.0
Mg 0.1 0.5 0.0

=====

4.
C3H4LiO | wB97M-V/def2-TZVPD

Output
Total charge ... +1
Energy above the lowest of the compared OMol25 structures with the same formula, charge and spin ... 13.2 kJ/mol
Highest occupied orbital energy ... -14.00 eV
Molecular weight ... 63.0 g mol⁻¹

Last column: Mulliken charge in e.
Geometry (Å):
C -0.0107 1.4814 0.2625  -0.567
C 0.2993 0.5290 -0.6501  -0.188
C -0.3382 -0.7377 -0.2941  0.376
O -0.0132 -1.5274 0.5796  -0.611
Li -0.4012 -2.8470 1.2789  0.899
H -0.9992 1.5383 0.7232  0.275
H 0.7471 2.1754 0.6277  0.242
H -0.5452 -1.1199 -1.3631  0.240
H 1.2613 0.5078 -1.1646  0.332

Atomic forces in eV per Å
C 1.0 0.3 -0.5
C -0.5 2.0 4.8
C 2.8 -1.7 -6.6
O -0.6 3.3 -0.5
Li -0.6 -2.8 1.7
H 0.4 -0.4 0.3
H -0.5 0.7 -0.8
H -1.7 -1.0 1.6
H -0.3 -0.4 0.0

=====

5.
C3H4LiO4Pt | wB97M-V/def2-TZVPD

Output
Multiplicity ... 3
Total charge ... +1
Energy above the lowest of the compared OMol25 structures with the same formula, charge and spin ... 0.0 kJ/mol
<S²> ... 2.002
Highest occupied orbital energy (alpha / beta) ... -13.55 / -14.13 eV
Molecular weight ... 306.1 g mol⁻¹

Last column: Mulliken charge in e.
Geometry (Å):
H 0.5140 -0.9611 1.3304  0.358
C 0.9978 -0.0612 0.9483  0.190
C 2.2751 0.4218 1.4573  -0.385
O 2.1321 -0.2348 0.1822  -0.374
H 2.5151 1.4826 1.3994  0.232
H 2.7835 -0.1676 2.2235  0.246
O -0.0265 0.7530 0.4251  -0.399
H -1.6933 1.9335 0.1729  0.405
O -1.0205 -0.7062 -1.0703  -0.556
C -0.9310 0.3716 -0.5205  0.912
Li -2.4081 -1.2041 -2.2492  0.589
Pt -3.2339 -2.8687 -3.7816  0.237
O -1.9045 1.2412 -0.5175  -0.454

Atomic forces in eV per Å
H 0.4 0.0 0.1
C -0.4 -1.8 -0.4
C -0.2 0.5 0.0
O 0.0 0.0 0.0
H -0.1 -0.2 0.0
H -0.2 0.2 -0.2
O -0.2 1.0 -1.2
H -0.4 -0.7 -1.1
O 0.4 0.3 -0.7
C 0.6 -0.6 3.2
Li 0.4 0.3 0.4
Pt -0.2 -0.3 -0.3
O -0.1 1.5 0.2

=====

6.
C3H4LiO4Tl | wB97M-V/def2-TZVPD

Output
Multiplicity ... 2
Total charge ... +3
Energy above the lowest of the compared OMol25 structures with the same formula, charge and spin ... 13.6 kJ/mol
<S²> ... 0.756
Highest occupied orbital energy (alpha / beta) ... -23.40 / -23.40 eV
Molecular weight ... 315.4 g mol⁻¹

Last column: Mulliken charge in e.
Geometry (Å):
O -0.4255 -0.4723 -0.5327  -0.220
C 0.8450 -0.6106 0.0950  0.845
C -1.5026 -0.0504 0.0597  0.735
O 1.1912 -1.7657 0.2166  -0.501
O 1.3875 0.4649 0.4173  -0.405
C -2.5106 0.7025 -0.6450  -0.791
Li 2.5048 -2.9891 0.5961  0.946
H -3.4099 0.0944 -0.7952  0.364
H -2.1346 0.9736 -1.6394  0.330
Tl 2.3558 1.9534 -0.4507  1.299
O -1.5639 0.3078 1.3195  -0.440
H -2.3668 -0.0847 1.7511  0.452
H -2.7772 1.3166 0.4332  0.385

Atomic forces in eV per Å
O -0.4 0.4 0.8
C -1.8 -4.1 -0.5
C 0.1 2.9 0.1
O 0.3 1.8 0.0
O 0.0 0.0 1.8
C -1.7 -0.3 1.8
Li 0.3 -0.8 0.2
H -0.3 0.0 -0.3
H -0.5 0.8 0.3
Tl 1.6 2.5 -1.3
O 2.3 -3.7 1.6
H 0.3 0.5 0.2
H -0.2 0.1 -4.8

=====

7.
C3H4LuO3 | wB97M-V/def2-TZVPD

Output
Total charge ... +1
Energy above the lowest of the compared OMol25 structures with the same formula, charge and spin ... 458.3 kJ/mol
Highest occupied orbital energy ... -13.16 eV
Molecular weight ... 263.0 g mol⁻¹

Last column: Mulliken charge in e.
Geometry (Å):
C 0.1675 0.9104 -1.2014  -1.533
O 1.3184 -0.8331 0.1036  -0.279
C 0.7866 -1.5841 1.3061  0.615
C 0.9576 0.3814 -0.2096  0.364
O -0.3193 -1.2145 1.6786  -0.587
O 1.6437 -2.3368 1.7317  -0.495
H 0.1330 2.0045 -1.2431  0.569
H 0.1599 0.2217 -2.0823  0.496
H 1.2655 1.0948 0.5656  0.378
H -3.9477 0.6928 -0.0670  -0.040
Lu -2.1652 0.6628 -0.5821  1.512

Atomic forces in eV per Å
C 0.0 -1.3 -0.8
O -0.7 2.1 -3.6
C 2.9 -2.3 3.3
C 0.8 -0.5 3.4
O -1.9 1.2 -1.4
O -1.9 1.2 -1.2
H 0.5 -0.2 -0.6
H -0.4 0.9 0.0
H 0.0 0.2 -0.1
H -0.5 0.2 0.1
Lu 1.1 -1.4 0.9

=====

8.
C3H4MgO4Ru | wB97M-V/def2-TZVPD

Output
Multiplicity ... 7
Total charge ... +2
Energy above the lowest of the compared OMol25 structures with the same formula, charge and spin ... 68.0 kJ/mol
<S²> ... 12.013
Highest occupied orbital energy (alpha / beta) ... -14.64 / -17.44 eV
Molecular weight ... 229.4 g mol⁻¹

Last column: Mulliken charge in e.
Geometry (Å):
O 0.5817 -1.7063 -0.8437  -0.742
C 0.4264 -0.6831 0.0143  0.409
O -0.4525 -0.8767 1.0874  -0.228
C -0.3739 -2.1650 1.7599  -0.706
Mg 0.1275 -3.3297 0.0670  1.215
H 0.1242 0.9545 -0.7140  0.259
H -1.3499 -2.3005 2.2491  0.296
H 0.3745 -2.0822 2.5717  0.344
H 1.3181 -0.1056 0.3229  0.522
O -0.5404 3.1903 -0.5685  -0.642
C -0.0855 2.2600 -1.2841  0.804
O 0.2501 2.4847 -2.4765  -0.640
Ru -0.4004 4.3597 -2.1853  1.108

Atomic forces in eV per Å
O -0.6 0.6 1.7
C 1.7 -0.2 -1.0
O -0.7 -3.2 0.4
C -1.4 3.9 1.6
Mg 0.5 0.1 -1.3
H -0.9 3.2 -1.6
H 0.2 -0.2 -0.4
H 0.7 -0.8 -0.7
H -0.2 -0.4 -0.1
O -0.4 -0.3 1.1
C 1.2 -5.2 2.3
O 0.3 -0.9 -0.5
Ru -0.5 3.3 -1.4

=====

9.
C3H4MgO4Sn | wB97M-V/def2-TZVPD

Output
Multiplicity ... 2
Total charge ... +1
<S²> ... 0.751
Highest occupied orbital energy (alpha / beta) ... -8.57 / -13.79 eV
Molecular weight ... 247.1 g mol⁻¹

Last column: Mulliken charge in e.
Geometry (Å):
O 3.0266 -0.0792 -2.4700  -0.400
C 1.7313 0.2201 -2.4237  0.361
O 1.3331 1.5274 -2.6746  -0.217
C 2.0715 2.2490 -3.7027  -0.731
Sn 3.8518 1.2519 -3.5058  0.868
H 0.9134 0.1060 0.5807  -0.062
H 1.9960 3.3112 -3.4266  0.325
H 1.5212 2.1314 -4.6556  0.357
H 1.0530 -0.2921 -1.7262  0.394
O -0.4749 0.6023 2.0499  -0.696
C 0.5294 -0.0455 1.6346  1.144
O 1.0928 -0.8720 2.4098  -0.700
Mg -0.2629 -0.3487 3.8193  0.355

Atomic forces in eV per Å
O -6.6 -2.5 1.5
C 2.1 4.2 2.4
O -0.7 -4.9 0.3
C -1.7 1.1 -0.2
Sn 6.6 2.9 -3.5
H -0.3 -0.1 0.8
H 0.2 -0.4 0.0
H 0.2 0.0 0.4
H 0.0 -0.4 -0.9
O 0.4 0.2 -1.1
C -0.3 -0.2 0.7
O 0.4 0.2 -1.1
Mg -0.2 -0.1 0.6

=====

10.
C3H4MgO4Tb | wB97M-V/def2-TZVPD

Output
Multiplicity ... 8
Total charge ... +2
Energy above the lowest of the compared OMol25 structures with the same formula, charge and spin ... 13.0 kJ/mol
<S²> ... 16.502
Highest occupied orbital energy (alpha / beta) ... -15.97 / -14.98 eV
Molecular weight ... 287.3 g mol⁻¹

Last column: Mulliken charge in e.
Geometry (Å):
O -2.9124 -5.0214 4.4630  -0.742
C -1.7468 -4.6612 5.0791  0.549
O -1.7737 -4.8689 6.4828  -0.285
C -2.0766 -6.2367 6.8749  -0.791
Tb -3.7523 -6.6940 5.3365  1.788
H -1.5339 -3.5831 4.9576  0.308
H -2.3593 -6.1825 7.9368  0.273
H -1.1403 -6.8278 6.8242  0.261
H -0.8012 -5.2692 4.6182  -0.232
O 1.1221 -7.7485 4.5079  -0.655
C 0.4161 -7.0171 3.7847  1.019
O 0.4359 -7.0531 2.5379  -0.657
Mg 1.9865 -8.4055 2.7552  1.164

Atomic forces in eV per Å
O 0.2 -0.6 0.2
C 2.1 0.2 -1.4
O -1.3 -2.3 0.6
C 3.0 2.7 1.5
Tb -1.5 0.0 -0.8
H 0.0 -0.5 0.0
H -0.4 -0.1 -0.3
H -0.5 -0.3 -0.6
H -1.6 1.0 0.8
O 0.1 0.2 0.1
C 0.7 -1.0 -0.8
O 0.1 0.2 0.2
Mg -0.7 0.7 0.4

=====

11.
C3H4N2 | wB97M-V/def2-TZVPD

Output
Structure (SMILES) ... C/C=N\C#N
Total charge ... 0
Energy above the lowest of the compared OMol25 structures with the same formula, charge and spin ... 112.7 kJ/mol
Highest occupied orbital energy ... -10.68 eV
Molecular weight ... 68.1 g mol⁻¹

Last column: Mulliken charge in e.
Geometry (Å):
C -0.9914 -1.2975 0.5778  -0.909
C 0.1678 -1.1352 -0.4239  0.156
N 0.7938 -0.1007 -0.6601  -0.435
C 0.3856 1.0824 -0.0379  0.407
N 0.0690 2.1307 0.3580  -0.425
H -0.7045 -1.9750 1.3766  0.266
H -1.8542 -1.7655 0.0447  0.263
H -1.3262 -0.3298 1.0094  0.325
H 0.4743 -2.0384 -1.0116  0.351

Atomic forces in eV per Å
C -0.2 0.2 -1.1
C -2.2 -3.1 1.1
N 1.1 3.9 0.0
C 0.0 0.1 -0.3
N 0.5 -1.5 -0.4
H 0.1 -0.1 0.1
H 0.6 0.3 0.4
H 0.4 -0.6 -0.3
H -0.2 0.7 0.6

=====

12.
C3H4N2 | wB97M-V/def2-TZVPD

Output
Structure (SMILES) ... C#C/C=N/N
Total charge ... 0
Energy above the lowest of the compared OMol25 structures with the same formula, charge and spin ... 545.1 kJ/mol
Highest occupied orbital energy ... -9.21 eV
Molecular weight ... 68.1 g mol⁻¹

Last column: Mulliken charge in e.
Geometry (Å):
C -1.1681 -0.6529 -2.3332  -0.264
C -0.6930 -0.7588 -1.1509  -0.007
C -0.4737 -0.3616 0.1838  -0.053
N 0.6631 0.3230 0.3799  -0.207
N 1.0767 1.1785 1.4971  -0.578
H -1.1131 -1.0142 -3.3558  0.290
H -1.5638 -0.4353 0.8428  0.247
H 2.2219 1.1694 1.4293  0.307
H 1.0499 0.5518 2.5070  0.266

Atomic forces in eV per Å
C 2.9 -1.7 4.4
C -2.5 0.9 -5.7
C 0.1 2.9 3.2
N -1.7 -0.9 0.2
N 2.4 -4.2 2.3
H -0.5 0.5 0.4
H 3.5 0.2 -1.2
H -3.7 0.2 -0.4
H -0.6 2.1 -3.3

=====

Which of these has the highest molecular weight?
C3H4LiO4Tl

=====

What is the formula in the twelfth record?
C3H4N2